DFT (ωB97M-V/def2-TZVPD) results for a 14-piece molecular cluster, C3H30NO16 overall at a distorted geometry.

HOMO energy, eV: -7.072
Gap between HOMO and LUMO, eV: 9.66
Total charge: -1
Molecular weight, g/mol: 336.264

Positions of all 50 atoms, in Å:
O (2.33232, -1.49552, 1.69792)
C (1.39041, -0.84749, 2.17696)
N (0.23319, -0.76910, 1.42213)
C (-0.85605, 0.01211, 1.56024)
O (-0.94402, 1.03394, 2.15387)
O (-2.01881, -0.57841, 1.04070)
C (1.55593, -0.27817, 3.63354)
H (-0.17158, -2.52902, 0.22475)
H (1.58647, -1.19828, 4.22414)
H (0.78910, 0.33169, 3.87373)
H (2.46134, 0.20982, 3.86656)
H (2.43833, 0.65716, -1.32458)
H (2.47690, 2.17193, -1.33013)
O (3.01312, 1.42848, -1.61905)
H (1.65710, 1.29932, -3.38724)
H (0.33039, 1.56491, -4.00625)
O (1.16062, 1.12794, -4.16636)
H (2.11251, -1.64165, -1.41418)
H (1.95221, -1.33034, -0.00831)
O (1.86048, -0.89964, -0.85038)
H (-2.52614, 1.52103, 0.83983)
H (-2.10662, 2.82559, 1.50984)
O (-2.87131, 2.46722, 1.00415)
H (-1.59694, 1.38408, -3.10657)
H (-0.48620, 1.95483, -2.23318)
O (-0.94623, 2.04475, -3.04005)
H (-2.78545, -2.26171, 1.30722)
H (-2.36127, -3.16009, 2.40768)
O (-2.50102, -3.18476, 1.44135)
H (-2.28700, 3.41424, -1.92944)
H (-2.47007, 3.32951, -0.31077)
O (-2.09004, 3.72577, -1.13412)
H (0.85622, -0.57789, -4.15873)
H (0.37983, -1.77166, -3.07610)
O (0.22562, -1.39850, -3.98697)
H (-1.36423, -3.47723, 0.15111)
H (-1.43456, -1.99344, -1.28708)
O (-0.51660, -3.31573, -0.39618)
H (3.43236, 0.22032, 0.22728)
H (3.94718, 0.11777, 1.63433)
O (4.14377, 0.42339, 0.78134)
H (-0.24949, -0.91845, -1.27485)
H (-1.73500, -0.68370, -0.00617)
O (-1.32024, -1.00026, -1.50507)
H (-1.18892, -1.93321, 2.95633)
H (-2.32564, -1.04823, 3.40572)
O (-1.85401, -1.88565, 3.61407)
H (-0.05590, 3.02301, -0.57624)
H (0.20492, 1.55721, -0.27710)
O (0.52302, 2.33212, -0.74967)

Electronic structure analysis, Mulliken charges in units of e:
1 O -0.7260
2 C 0.4682
3 N 1.0116
4 C -0.5178
5 O -0.7191
6 O -0.6423
7 C -1.4516
8 H 0.3397
9 H 0.3250
10 H 0.3284
11 H 0.4128
12 H 0.3668
13 H 0.3712
14 O -0.7613
15 H 0.3808
16 H 0.4847
17 O -0.8064
18 H 0.2863
19 H 0.2508
20 O -0.5527
21 H 0.4202
22 H 0.3661
23 O -0.8097
24 H 0.3336
25 H 0.4108
26 O -0.7579
27 H 0.4143
28 H 0.3913
29 O -0.7806
30 H 0.2438
31 H 0.4841
32 O -0.7009
33 H 0.4195
34 H 0.2668
35 O -0.6510
36 H 0.4551
37 H 0.4774
38 O -0.8675
39 H 0.3139
40 H 0.3186
41 O -0.6683
42 H 0.3457
43 H 0.5062
44 O -0.7257
45 H 0.3239
46 H 0.3653
47 O -0.7477
48 H 0.1882
49 H 0.5117
50 O -0.6964


DFT (ωB97M-V/def2-TZVPD) results for C20H32BeN5OSTe as an isolated structure.

HOMO energy, eV: -9.907
Gap between HOMO and LUMO, eV: 7.41
Total charge: +1
Molecular weight, g/mol: 527.189

Positions of all 61 atoms, in Å:
Be (0.29292, 0.50675, 0.97397)
O (-1.83534, 2.06078, 0.22199)
C (-1.18010, 1.08503, 0.07934)
C (-4.95617, 2.10916, -2.15114)
N (-3.77338, 1.50494, -1.56003)
C (-3.19143, 0.40836, -2.02230)
S (-1.77496, -0.25881, -1.27483)
N (-3.69862, -0.21472, -3.08071)
C (-3.14631, -1.43067, -3.67695)
H (-5.29224, 2.90906, -1.49928)
H (-5.75977, 1.37618, -2.23262)
H (-4.74856, 2.53313, -3.13657)
H (-3.27110, 2.00340, -0.83475)
H (-4.43789, 0.24637, -3.58655)
H (-2.80209, -2.10829, -2.90008)
H (-2.30843, -1.20388, -4.33536)
H (-3.93531, -1.91848, -4.24326)
C (0.24537, -2.95674, -5.39730)
C (0.46531, -2.59462, -3.95236)
C (-0.01869, -3.39770, -2.92949)
C (0.21094, -3.10156, -1.58800)
C (-0.35053, -4.01958, -0.53464)
C (0.94454, -1.95351, -1.26441)
Te (1.32670, -1.51963, 0.78607)
C (1.44767, -1.12870, -2.27841)
C (2.24161, 0.12050, -1.99863)
C (1.19409, -1.46466, -3.60436)
H (-0.62602, -3.60022, -5.51792)
H (1.10956, -3.49485, -5.79130)
H (0.10896, -2.06706, -6.01322)
H (-0.58507, -4.28988, -3.17772)
H (0.44112, -4.41301, 0.10500)
H (-0.86593, -4.86315, -0.99263)
H (-1.05291, -3.49196, 0.11425)
H (1.61670, 0.88903, -1.52985)
H (2.63638, 0.53738, -2.92406)
H (3.07254, -0.08017, -1.32174)
H (1.58501, -0.82593, -4.38988)
C (2.42878, 0.20472, 5.62941)
C (1.20092, -0.54118, 5.15028)
N (0.76103, 0.02679, 3.88120)
C (1.10959, 1.23448, 3.39072)
N (0.71788, 1.54433, 2.16349)
C (1.00517, 2.90759, 1.69676)
C (2.40985, 3.29525, 2.11626)
C (2.45305, 3.28257, 3.63127)
N (1.83803, 2.06048, 4.16061)
C (2.13870, 1.69282, 5.54501)
H (3.28361, -0.03296, 4.99291)
H (2.66960, -0.08275, 6.65149)
H (0.40081, -0.45818, 5.88998)
H (1.41340, -1.59934, 5.00229)
H (0.16584, -0.53160, 3.28967)
H (0.27841, 3.60915, 2.11885)
H (0.88873, 2.94050, 0.61231)
H (2.68294, 4.28244, 1.74586)
H (3.11586, 2.56612, 1.71237)
H (1.92834, 4.15287, 4.03350)
H (3.48252, 3.31867, 3.98939)
H (1.29954, 1.95561, 6.19534)
H (2.99883, 2.27931, 5.86081)

Electronic structure analysis, Mulliken charges in units of e:
1 Be -0.3219
2 O -0.7793
3 C 0.7839
4 C -1.1764
5 N 0.0449
6 C 0.2495
7 S 0.1293
8 N -0.1202
9 C -0.9965
10 H 0.3544
11 H 0.3876
12 H 0.3525
13 H 0.3262
14 H 0.2380
15 H 0.3101
16 H 0.3680
17 H 0.3690
18 C -1.7464
19 C 0.3279
20 C -0.7965
21 C 1.5571
22 C -1.9030
23 C -0.4555
24 Te 0.0671
25 C 1.4173
26 C -1.6467
27 C -0.9566
28 H 0.3773
29 H 0.4243
30 H 0.3971
31 H 0.3199
32 H 0.3878
33 H 0.3944
34 H 0.3583
35 H 0.1482
36 H 0.4169
37 H 0.3724
38 H 0.3112
39 C -0.6366
40 C -0.7049
41 N -0.0837
42 C 0.6781
43 N -0.2603
44 C -0.6262
45 C -0.6677
46 C -0.6623
47 N 0.1481
48 C -0.6865
49 H 0.2966
50 H 0.3769
51 H 0.3175
52 H 0.3959
53 H 0.1126
54 H 0.1737
55 H 0.4650
56 H 0.3990
57 H 0.2609
58 H 0.2941
59 H 0.4522
60 H 0.2737
61 H 0.3920


DFT (ωB97M-V/def2-TZVPD) results for C55H79IN13NbO2P as an isolated structure at a distorted geometry.

HOMO energy, eV: -5.500
Gap between HOMO and LUMO, eV: 6.45
Total charge: -1
Molecular weight, g/mol: 1205.110

Positions of all 152 atoms, in Å:
C (1.52304, 1.59202, 2.12022)
C (0.44969, 0.59238, 1.54826)
C (1.03667, -0.74920, 0.96862)
I (1.88577, -2.07953, 2.47601)
Nb (-0.74850, -1.80040, -0.07714)
C (-2.39435, -2.92808, -1.15769)
C (-3.77545, -2.94123, -0.36938)
C (-4.73468, -1.75938, -0.81380)
C (-6.02782, -1.77957, 0.10114)
N (-7.01349, -0.70744, -0.24392)
C (-6.77060, 0.31280, -1.15888)
C (-7.99941, 1.08562, -1.20319)
C (-9.00537, 0.50678, -0.28518)
C (-8.27444, -0.62279, 0.30937)
P (0.20476, -0.83617, -2.30719)
N (0.38047, 0.76730, -2.20973)
O (1.73082, -1.51964, -2.59212)
O (-0.77856, -1.18733, -3.62737)
H (2.40018, 1.76422, 1.44647)
H (1.84305, 1.29837, 3.16110)
H (1.00405, 2.58880, 2.24910)
H (-0.06442, 1.10092, 0.68169)
H (-0.34134, 0.40237, 2.31475)
H (1.79594, -0.60254, 0.15470)
H (0.34296, -3.25447, -0.32403)
H (-1.30456, -2.53720, 1.51098)
H (-1.81449, -0.34077, 0.19721)
H (-2.05178, -3.99893, -1.21433)
H (-2.55090, -2.59439, -2.22196)
H (-4.29991, -3.91152, -0.59135)
H (-3.64621, -2.83880, 0.74630)
H (-5.07081, -1.95088, -1.87112)
H (-4.21960, -0.76638, -0.76582)
H (-5.78736, -1.81424, 1.19056)
H (-6.54116, -2.75079, -0.14424)
H (-5.88365, 0.55631, -1.76872)
H (-8.17878, 1.96345, -1.85732)
H (-10.04420, 0.83382, -0.09540)
H (-8.76514, -1.25130, 1.07786)
H (1.37976, 0.98925, -2.32971)
H (2.43075, -0.87532, -2.38796)
H (-0.55362, -0.61778, -4.39018)
N (3.15598, 0.52536, 6.29291)
C (3.82515, 0.66896, 7.47862)
C (3.95256, -0.57374, 8.04451)
C (3.34128, -1.50351, 7.16288)
C (2.86178, -0.79506, 6.09056)
H (2.91786, 1.27446, 5.66612)
H (4.15031, 1.63997, 7.81612)
H (4.43239, -0.79168, 8.98600)
H (3.26264, -2.57099, 7.29886)
H (2.33711, -1.11451, 5.20351)
N (3.61400, 4.70754, -4.60362)
C (4.31338, 3.53035, -4.55203)
C (3.41363, 2.51031, -4.36597)
C (2.12084, 3.09269, -4.30816)
C (2.27681, 4.44902, -4.46070)
H (4.01909, 5.61900, -4.72776)
H (5.38778, 3.52104, -4.65036)
H (3.65679, 1.46225, -4.28190)
H (1.18187, 2.57617, -4.17074)
H (1.55422, 5.24906, -4.47897)
N (-5.46983, -1.17263, 3.82242)
C (-6.12980, -1.89846, 4.77858)
C (-5.19713, -2.37771, 5.66279)
C (-3.92716, -1.91872, 5.22631)
C (-4.12780, -1.17701, 4.09217)
H (-5.90373, -0.70759, 3.04372)
H (-7.20167, -2.01115, 4.74571)
H (-5.40329, -2.98859, 6.52789)
H (-2.97355, -2.11020, 5.69246)
H (-3.43256, -0.65403, 3.45459)
N (5.63250, 0.56465, 0.51020)
C (4.97306, -0.16158, 1.46566)
C (5.90415, -0.63741, 2.35138)
C (7.17519, -0.17639, 1.91742)
C (6.97506, 0.56454, 0.78102)
H (5.19791, 1.02697, -0.26913)
H (3.90118, -0.27723, 1.43140)
H (5.69569, -1.24796, 3.21624)
H (8.12832, -0.36622, 2.38623)
H (7.66856, 1.08891, 0.14315)
N (6.85080, 2.76607, -7.36672)
C (7.93410, 3.31516, -6.73511)
C (9.06095, 2.70094, -7.21737)
C (8.64226, 1.74815, -8.18117)
C (7.27458, 1.81374, -8.25294)
H (5.89177, 3.02327, -7.20450)
H (7.80933, 4.09232, -5.99809)
H (10.07380, 2.91288, -6.91279)
H (9.27263, 1.08928, -8.75732)
H (6.56803, 1.26590, -8.85527)
N (-0.46514, 3.89786, -1.17463)
C (-1.49794, 4.01985, -0.29535)
C (-1.91972, 5.31514, -0.30104)
C (-1.11244, 6.02275, -1.22853)
C (-0.22066, 5.11235, -1.75484)
H (0.04043, 3.04160, -1.36767)
H (-1.84912, 3.16752, 0.26519)
H (-2.72544, 5.71025, 0.29875)
H (-1.17673, 7.06918, -1.48418)
H (0.56110, 5.22442, -2.48684)
N (-0.00594, -6.96430, -2.85725)
C (1.30951, -6.58964, -2.78032)
C (1.37756, -5.23886, -3.00557)
C (0.05370, -4.77828, -3.22137)
C (-0.77803, -5.86308, -3.12129)
H (-0.35091, -7.89979, -2.73770)
H (2.07994, -7.31514, -2.57350)
H (2.27794, -4.64518, -3.01302)
H (-0.25399, -3.76451, -3.42594)
H (-1.84894, -5.94788, -3.21530)
N (-1.51474, -3.24094, 8.03827)
C (-1.10824, -2.12224, 8.71337)
C (-1.89039, -1.99655, 9.83251)
C (-2.80085, -3.08481, 9.83593)
C (-2.54272, -3.83604, 8.71842)
H (-1.11895, -3.57451, 7.17599)
H (-0.30054, -1.51350, 8.33870)
H (-1.81643, -1.21092, 10.56793)
H (-3.55900, -3.29358, 10.57457)
H (-3.00073, -4.73921, 8.34833)
N (-7.07510, 4.49732, -0.30493)
C (-5.78539, 4.93948, -0.24480)
C (-5.78419, 6.29226, -0.46481)
C (-7.13394, 6.68528, -0.65960)
C (-7.90718, 5.55571, -0.55197)
H (-7.37005, 3.53899, -0.18483)
H (-4.97968, 4.24917, -0.05162)
H (-4.91323, 6.92843, -0.48229)
H (-7.49736, 7.68210, -0.85571)
H (-8.97320, 5.41430, -0.63135)
N (0.71047, 3.36628, -7.73814)
C (-0.36796, 2.57504, -7.45248)
C (-1.18390, 2.55720, -8.55460)
C (-0.57115, 3.36504, -9.54642)
C (0.59688, 3.84797, -9.01431)
H (1.47005, 3.56323, -7.10654)
H (-0.46200, 2.09552, -6.49131)
H (-2.11677, 2.02240, -8.63944)
H (-0.94403, 3.56877, -10.53808)
H (1.35443, 4.49189, -9.43165)
N (5.96026, -5.93204, 4.38154)
C (5.45905, -4.69695, 4.06653)
C (4.12300, -4.83940, 3.79748)
C (3.80252, -6.21197, 3.96140)
C (4.95491, -6.86037, 4.32435)
H (6.91677, -6.12659, 4.61838)
H (6.09573, -3.82694, 4.05985)
H (3.44920, -4.04510, 3.51506)
H (2.83565, -6.67154, 3.82847)
H (5.14695, -7.89820, 4.54499)

Atom charges from the Mulliken analysis, given in e for atoms 1 to 99:
1 C -0.8229
2 C 0.4278
3 C -0.7691
4 I 0.1878
5 Nb -1.1257
6 C -0.9718
7 C -0.4572
8 C -0.4370
9 C -0.4831
10 N 0.3444
11 C -0.3039
12 C -0.7996
13 C -0.6466
14 C -0.3231
15 P 0.7265
16 N -0.3927
17 O -0.5895
18 O -0.4482
19 H 0.2494
20 H -0.0774
21 H 0.3790
22 H 0.1881
23 H 0.1135
24 H 0.3732
25 H 0.0899
26 H 0.0169
27 H 0.0749
28 H 0.2669
29 H 0.4940
30 H 0.3961
31 H 0.3098
32 H 0.2823
33 H 0.3088
34 H 0.0622
35 H 0.2336
36 H 0.3958
37 H 0.6208
38 H 0.3814
39 H 0.3635
40 H 0.0292
41 H 0.2756
42 H 0.2714
43 N 0.0768
44 C -0.6390
45 C -0.4481
46 C -0.5691
47 C -0.2149
48 H 0.1707
49 H 0.3764
50 H 0.3998
51 H 0.4509
52 H 0.3073
53 N -0.0057
54 C -0.8950
55 C -0.5861
56 C -0.0566
57 C -0.9592
58 H 0.2000
59 H 0.5911
60 H 0.5109
61 H 0.7144
62 H 0.4943
63 N 0.0292
64 C -0.5146
65 C -0.5199
66 C -0.2566
67 C -0.8280
68 H 0.2858
69 H 0.3777
70 H 0.4310
71 H 0.4821
72 H 0.5283
73 N 0.0757
74 C 0.0378
75 C -0.2119
76 C -0.6691
77 C -0.5119
78 H 0.1866
79 H -0.1667
80 H 0.4635
81 H 0.3800
82 H 0.3991
83 N 0.0452
84 C -0.3762
85 C -0.4736
86 C -0.3779
87 C -0.4942
88 H 0.1994
89 H 0.3546
90 H 0.3862
91 H 0.3805
92 H 0.3654
93 N 0.2497
94 C -0.6275
95 C -0.4391
96 C -0.6855
97 C -0.1902
98 H 0.2213
99 H 0.4974


DFT (ωB97M-V/def2-TZVPD) results for a 2-piece molecular cluster, C3H5OS overall at a distorted geometry.

HOMO energy (spin up / spin down), eV: -2.552 / -2.551
Gap between HOMO and LUMO (spin up / spin down), eV: 6.41 / 6.41
Total charge: -1
Molecular weight, g/mol: 89.139

Positions of all 10 atoms, in Å:
C (-0.98946, -2.41409, -0.90715)
C (-0.51928, 0.31002, 0.15005)
C (0.47826, -0.82306, -0.07449)
O (-1.35347, -2.20276, -2.05298)
S (-1.40281, -3.49704, 0.26234)
H (-0.87491, 0.83761, -0.82089)
H (-1.29260, -0.38571, 0.60089)
H (-0.09476, 1.12807, 0.80251)
H (0.69733, -1.18944, 0.91100)
H (1.39813, -0.87972, -0.74159)

Electronic structure analysis, Mulliken charges in units of e:
1 C 0.1994
2 C -0.5927
3 C -0.7336
4 O -0.5082
5 S -0.4675
6 H 0.1768
7 H 0.1646
8 H 0.2561
9 H 0.2371
10 H 0.2681


DFT (ωB97M-V/def2-TZVPD) results for one molecule with the formula C5H12O3 at a distorted geometry.

HOMO energy, eV: -9.627
SMILES string: CC(C)[C@](C)(O)OO
Gap between HOMO and LUMO, eV: 10.23
Molecular weight, g/mol: 120.148

Positions of all 20 atoms, in Å:
C (-0.26008, -1.87206, -0.24879)
C (0.37731, -0.39876, -0.68374)
C (-0.34989, 0.10330, -1.92107)
C (0.15318, 0.31302, 0.60954)
C (0.99883, -0.09145, 1.80218)
O (-1.16746, 0.53968, 0.99675)
O (0.77832, 1.77784, 0.06240)
O (-0.13564, 2.75680, 0.63339)
H (-0.00281, -2.52986, -1.08308)
H (-1.34728, -1.81611, -0.18652)
H (0.15488, -2.33731, 0.64627)
H (1.44041, -0.54788, -0.88464)
H (0.06375, 1.06507, -2.23303)
H (-1.41731, 0.25304, -1.74686)
H (-0.24167, -0.61806, -2.73701)
H (2.01179, -0.38368, 1.51395)
H (0.53339, -0.90919, 2.35873)
H (1.06102, 0.75783, 2.48970)
H (-1.62018, 0.87875, 0.18894)
H (-1.03057, 3.05902, 0.42289)

Electronic structure analysis, Mulliken charges in units of e:
1 C -1.2704
2 C 0.2791
3 C -1.4783
4 C 0.8586
5 C -1.5287
6 O -0.4939
7 O -0.2288
8 O -0.4490
9 H 0.4245
10 H 0.2837
11 H 0.3873
12 H 0.3604
13 H 0.3444
14 H 0.3405
15 H 0.4146
16 H 0.2819
17 H 0.4003
18 H 0.4176
19 H 0.3702
20 H 0.2862